(1)
{"formula": "C21H28N3O2Os", "method": "wB97M-V/def2-TZVPD", "symbols": ["H", "H", "Os", "H", "H", "C", "H", "C", "C", "C", "C", "C", "C", "H", "H", "H", "H", "C", "H", "O", "C", "H", "C", "N", "H", "N", "C", "H", "H", "H", "H", "C", "H", "H", "H", "H", "O", "C", "H", "H", "C", "H", "H", "N", "C", "C", "H", "C", "H", "H", "C", "C", "C", "C", "H"], "xyz": [[-0.72475, 1.86401, -2.27785], [1.28366, 0.36248, -0.40286], [-0.84690, -0.92714, 1.40513], [1.36565, -1.91049, -3.92368], [-0.31217, 2.23759, -0.10319], [-1.08638, 0.89630, -2.65307], [-2.34142, 1.36339, 0.54052], [-0.31987, 0.32598, -3.84707], [-2.42606, 0.38706, 0.99866], [-2.59034, -0.85043, 0.31879], [1.43013, -1.74110, 0.96201], [-2.38420, 0.10534, 2.39316], [2.33969, 3.11205, -1.62325], [-0.88583, 0.22702, -4.77883], [-2.30841, -1.43304, -3.45794], [-2.82272, -2.92664, 1.08701], [1.14934, -2.41201, -2.24644], [-2.66840, -1.87519, 1.28644], [-2.65388, -1.79859, 3.51097], [2.35385, 1.67054, -1.52497], [1.11300, -1.54494, -2.91882], [1.86039, -0.77741, -2.67634], [-0.11696, -2.89950, 2.22653], [0.33934, 0.73513, 2.44158], [-1.12219, -2.33029, -4.42340], [1.02976, 1.73751, 7.03955], [0.69922, -2.14396, 3.11384], [1.65542, 4.49473, -0.06257], [2.43956, -0.79670, 2.71045], [-2.17124, 0.91086, -2.85728], [0.66221, 0.80197, -3.99559], [-1.33457, -1.93659, -3.42033], [-1.37732, -2.78940, -2.73408], [0.81429, 2.61504, 1.19379], [0.46769, 4.11896, -1.31579], [0.02497, -3.23643, -0.00221], [-0.71293, -0.24967, -1.75083], [-0.26892, -0.95284, -2.97179], [-2.26287, 0.81593, 3.19474], [-0.84946, -3.64595, 2.52097], [0.74055, 2.46554, 0.11164], [2.17654, 3.39326, -2.66785], [-2.65856, -0.99456, -0.75068], [0.94746, 1.73283, 4.56908], [-2.56357, -1.28448, 2.56770], [0.95510, 1.66107, 5.86630], [0.61324, -2.13795, 4.20047], [0.34638, -2.68268, 0.87392], [2.50289, 1.32208, 0.52506], [3.32690, 3.52186, -1.34809], [1.72453, 1.36147, -0.27140], [1.64623, -1.43558, 2.33632], [0.55104, 1.09553, 3.56693], [1.25652, 3.68417, -0.69070], [1.99435, -1.30615, 0.13536]], "atomic_forces_ev_per_a": [[-0.253, -0.390, 0.095], [-0.034, 0.602, 0.126], [7.745, 2.299, -1.187], [-0.115, 0.030, 0.197], [0.368, -0.064, -0.146], [-0.006, 0.105, 0.294], [0.053, -0.140, 0.064], [-0.091, -0.085, 0.768], [-1.096, 1.109, -0.811], [-2.235, 0.372, -1.614], [0.483, -0.609, 0.149], [-1.791, 0.199, 1.232], [0.797, 0.255, -0.147], [0.232, 0.121, 0.196], [0.104, -0.208, 0.048], [0.057, 0.092, -0.018], [0.210, 0.201, 0.039], [-1.550, -1.235, 0.123], [0.071, 0.003, 0.022], [-1.010, 0.975, 0.661], [0.129, -0.229, 0.132], [-0.183, -0.264, 0.239], [0.960, -0.632, 0.374], [-0.825, -0.742, 0.946], [0.043, 0.147, 0.252], [-0.204, -0.273, -2.038], [-0.240, -0.873, 0.442], [-0.140, -0.408, -0.145], [-0.202, -0.109, -0.127], [0.329, 0.067, 0.461], [-0.418, -0.267, 0.009], [-0.006, -0.194, 0.138], [-0.146, 0.067, -0.029], [-0.107, 0.250, -0.397], [0.011, -0.048, 0.313], [0.152, 0.155, 0.130], [0.036, 0.975, -1.630], [0.332, -0.022, -1.215], [0.004, 0.033, -0.075], [0.152, 0.263, -0.079], [0.203, 0.396, 0.056], [-0.040, -0.224, 0.099], [0.146, 0.069, 0.189], [-0.687, -0.058, -0.679], [-2.928, -0.164, 2.271], [0.346, -0.010, 2.095], [-0.001, 0.043, -0.409], [0.552, -0.080, 0.162], [-0.224, -0.158, -0.369], [-0.193, -0.320, -0.006], [0.640, -0.630, -0.055], [0.350, -0.483, -0.550], [0.753, 0.532, -0.545], [-0.255, -0.015, -0.381], [-0.277, -0.422, 0.327]], "multiplicity": 5, "largest_force_ev_per_a": 8.17, "homo_ev": [-9.52, -12.05], "e_tot_ev": -33248.028, "orbital_gap_ha": [0.2382, 0.1705], "charge": 1, "de_lowest_kj_mol": 4.5}


(2)
{"formula": "C4H7N3", "method": "wB97M-V/def2-TZVPD", "symbols": ["C", "H", "H", "H", "N", "H", "C", "N", "H", "H", "H", "C", "N", "C"], "xyz": [[1.98854, -0.07094, -0.78799], [-0.61961, 0.80435, -1.80519], [-0.24166, 0.11157, 2.35625], [-1.68378, -0.93996, 2.33830], [-0.10445, -0.01579, -1.52044], [1.43725, -0.39185, -2.80741], [-1.26048, 0.00360, 1.97524], [-1.18397, 0.00496, 0.52984], [-1.88042, 0.83854, 2.31772], [3.06250, -0.14946, -0.95027], [-2.03754, -0.14978, 0.01348], [1.30065, -0.08465, 0.40657], [1.22835, 0.09846, -1.94340], [-0.00538, -0.05906, -0.12270]], "atomic_forces_ev_per_a": [[0.168, 0.033, -0.080], [-0.288, 0.017, -0.328], [-0.204, -0.016, -0.049], [0.071, 0.158, 0.024], [0.385, 0.035, 0.231], [-0.001, -0.021, 0.283], [0.007, 0.003, 0.166], [0.073, -0.045, -0.036], [0.097, -0.137, 0.034], [-0.167, -0.008, 0.039], [0.207, -0.006, 0.022], [-0.042, -0.283, -0.512], [0.109, 0.071, 0.142], [-0.416, 0.200, 0.064]], "largest_force_ev_per_a": 0.59, "homo_ev": -7.57, "smiles": "CNC1=C=CNN1", "e_tot_ev": -8728.633, "orbital_gap_ha": 0.3111, "de_lowest_kj_mol": 293.9}


(3)
{"formula": "C5H6IN", "method": "wB97M-V/def2-TZVPD", "symbols": ["I", "C", "H", "H", "H", "C", "C", "H", "C", "N", "H", "H", "C"], "xyz": [[0.47165, -1.45756, 2.06284], [-0.03358, -0.20589, 0.37646], [0.64071, 1.44945, 1.50869], [-2.90212, -1.78880, -0.18994], [2.33785, 1.61131, -0.62112], [1.55716, 0.91377, -0.37462], [-1.35620, -0.69529, -0.28092], [1.53190, -1.09976, -1.37644], [1.23901, -0.28662, -0.72527], [-1.99233, -1.60469, 0.29505], [-0.31360, 2.13856, 0.12973], [-1.57438, -0.25519, -1.25726], [0.39391, 1.28069, 0.45281]], "atomic_forces_ev_per_a": [[-0.090, 0.539, -0.180], [0.411, -1.935, -3.434], [0.022, 0.513, -0.172], [1.056, -0.148, 0.230], [0.502, -0.121, -0.388], [1.057, 3.315, -0.673], [1.927, 0.853, 1.145], [0.355, 0.140, 0.248], [-2.860, -2.151, 1.565], [-2.151, -0.290, -0.424], [1.014, -1.676, 0.173], [-0.198, 0.223, 0.099], [-1.043, 0.736, 1.811]], "largest_force_ev_per_a": 3.96, "homo_ev": -8.92, "smiles": "[H]/N=C/[C@@]1(I)C=CC1", "e_tot_ev": -14869.958, "orbital_gap_ha": 0.3531, "de_lowest_kj_mol": 214.0}